Record 1
Density functional theory data (ωB97M-V/def2-TZVPD) for 2 unconnected molecules or ions with the total composition C5H7F3O3S.

The LUMO energy (spin up / spin down) comes out at -0.3 / -0.3 eV. The HOMO-LUMO gap (spin up / spin down) comes out at 9.02 / 9.02 eV. Its relative energy (zero: lowest compared OMol25 entry of this formula, charge and spin) is 3.1920 eV. The value obtained for the highest occupied orbital energy (spin up / spin down) is -9.313 / -9.313 eV.

```
! wB97M-V def2-TZVPD RIJCOSX def2/J DEFGRID3
* xyz 0 1
O -0.64 -4.81 -0.68
H 2.24 -0.26 0.24
F -1.05 -2.51 -2.45
F 1.16 -2.14 -2.58
H -1.15 1.43 0.96
C -1.44 1.44 -0.01
C 0.13 -2.45 -1.76
H 2.21 -1.40 1.66
H -2.54 1.58 -0.25
O 0.48 -0.93 0.94
F 1.03 -4.92 -2.46
H 2.06 -1.98 0.25
H -1.68 -0.24 -1.58
H -0.92 2.22 -0.54
O 1.77 -4.10 -0.34
S 0.55 -4.11 -1.06
C 1.90 -1.08 0.75
C -1.18 0.01 -0.57
C -0.20 -0.72 -0.11
*
```

These are the natural (NBO) partial charges, in e, on atoms 1 to 6: number 1, O, carries -0.8620; number 2, H, carries 0.1957; number 3, F, carries -0.3352; number 4, F, carries -0.3426; number 5, H, carries 0.2134; number 6, C, carries -0.6112



Record 2
Density functional theory data (ωB97M-V/def2-TZVPD) for 2 unconnected molecules or ions with the total composition C5H7F4N3.

The LUMO energy (spin up / spin down) comes out at -1.2 / -1.3 eV. The HOMO-LUMO gap (spin up / spin down) comes out at 7.77 / 6.97 eV. The value obtained for the highest occupied orbital energy (spin up / spin down) is -8.937 / -8.251 eV.

```
! wB97M-V def2-TZVPD RIJCOSX def2/J DEFGRID3
* xyz 0 1
F 3.38 -0.15 -0.36
N 1.12 -0.53 1.17
H 0.50 1.69 -1.55
H -1.24 0.12 0.47
H 2.31 -1.14 2.72
C 2.51 -2.32 -0.32
H -0.02 -0.12 -1.53
H -0.50 1.93 0.61
C 3.10 -1.20 -1.11
C 1.87 -1.36 1.75
F 4.16 -1.56 -1.85
H 2.81 -3.30 -0.79
C -0.28 0.92 -1.39
N 0.89 0.60 0.70
N 2.29 -2.36 0.96
F 2.10 -0.80 -1.99
H -1.34 0.96 -1.74
F 3.40 -3.27 2.12
C -0.41 0.88 0.19
*
```

These are the natural (NBO) partial charges, in e, on atoms 1 to 6: number 1, F, carries -0.3124; number 2, N, carries -0.1176; number 3, H, carries 0.2385; number 4, H, carries 0.2044; number 5, H, carries 0.2625; number 6, C, carries -0.1247



Record 3
Density functional theory data (ωB97M-V/def2-TZVPD) for a molecular structure, C5H7FOS.

The LUMO energy comes out at 0.7 eV. The HOMO-LUMO gap comes out at 9.99 eV. Its relative energy (zero: lowest compared OMol25 entry of this formula, charge and spin) is 2.5237 eV. The value obtained for the highest occupied orbital energy is -9.284 eV.

```
! wB97M-V def2-TZVPD RIJCOSX def2/J DEFGRID3
* xyz 0 1
S -1.71 1.76 0.72
F -1.56 -0.97 -1.26
O 0.71 -0.43 1.53
H 1.63 -1.30 -0.74
C -0.40 -0.58 -0.46
C 1.09 -0.39 -0.85
H -2.34 2.13 -0.42
H 1.75 1.16 0.79
H 0.05 1.43 -1.13
C 1.05 0.49 0.44
H 1.36 0.02 -1.83
C -0.25 0.94 -0.16
H -1.14 -0.92 1.75
H 0.06 -2.20 0.75
C -0.29 -1.16 0.88
*
```

These are the natural (NBO) partial charges, in e, on atoms 1 to 6: number 1, S, carries -0.0607; number 2, F, carries -0.3506; number 3, O, carries -0.5063; number 4, H, carries 0.2150; number 5, C, carries 0.3003; number 6, C, carries -0.4487



Record 4
Density functional theory data (ωB97M-V/def2-TZVPD) for a molecular structure, C5H7I3O3.

The LUMO energy (spin up / spin down) comes out at -1.5 / -0.7 eV. The HOMO-LUMO gap (spin up / spin down) comes out at 5.48 / 7.68 eV. The value obtained for the highest occupied orbital energy (spin up / spin down) is -6.985 / -8.346 eV.

```
! wB97M-V def2-TZVPD RIJCOSX def2/J DEFGRID3
* xyz 0 1
C 2.21 0.84 1.83
H 2.93 0.45 2.54
C -1.84 1.54 0.71
H 0.12 -2.61 -2.69
O 2.01 0.18 0.56
H -1.59 -2.10 -2.77
C -0.58 -1.33 -1.16
H -0.13 -0.98 -3.15
O 0.60 -0.78 -0.83
H 1.34 0.79 2.49
H -1.55 -1.22 -0.66
I -0.80 2.65 -0.83
C -0.59 -1.81 -2.52
C 0.80 -0.34 0.50
I -3.83 1.21 0.24
I -1.55 2.17 2.57
H 2.43 1.91 1.80
O 0.02 -0.58 1.35
*
```

These are the natural (NBO) partial charges, in e, on atoms 1 to 6: number 1, C, carries -0.3026; number 2, H, carries 0.1995; number 3, C, carries -0.7867; number 4, H, carries 0.2188; number 5, O, carries -0.4711; number 6, H, carries 0.2225



Record 5
Density functional theory data (ωB97M-V/def2-TZVPD) for a molecular structure, C5H7IN.

The LUMO energy (spin up / spin down) comes out at -6.7 / -6.5 eV. The HOMO-LUMO gap (spin up / spin down) comes out at 6.18 / 6.59 eV. Its relative energy (zero: lowest compared OMol25 entry of this formula, charge and spin) is 6.4329 eV. The value obtained for the highest occupied orbital energy (spin up / spin down) is -12.841 / -13.062 eV.

```
! wB97M-V def2-TZVPD RIJCOSX def2/J DEFGRID3
* xyz 1 1
H 0.89 3.21 -0.49
H -0.18 -2.36 -1.07
C -0.18 1.32 -0.45
I -3.32 -0.15 0.19
H 1.22 2.29 1.01
H -0.31 3.13 0.59
C 0.70 -0.93 0.14
C -1.40 -0.27 -0.75
N -0.15 0.03 -0.12
C 0.45 2.42 0.18
C 0.23 -2.30 -0.09
H 1.76 -0.70 0.21
H -0.69 -2.54 0.57
H 0.96 -3.15 0.10
*
```

These are the natural (NBO) partial charges, in e, on atoms 1 to 6: number 1, H, carries 0.3411; number 2, H, carries 0.2919; number 3, C, carries 0.5044; number 4, I, carries 0.3512; number 5, H, carries 0.2545; number 6, H, carries 0.3490



Record 6
Density functional theory data (ωB97M-V/def2-TZVPD) for a gas-phase ion, C5H7INO (charge +1).

The LUMO energy comes out at -4.1 eV. The HOMO-LUMO gap comes out at 8.03 eV. Its relative energy (zero: lowest compared OMol25 entry of this formula, charge and spin) is 1.5711 eV. As for the SMILES: [NH3+]Cc1occc1I. The value obtained for the highest occupied orbital energy is -12.128 eV.

```
! wB97M-V def2-TZVPD RIJCOSX def2/J DEFGRID3
* xyz 1 1
C -0.92 0.63 0.42
H 3.80 -0.58 0.08
N -1.87 -0.33 -0.13
C 1.66 -0.43 0.78
C 2.44 0.92 -0.88
H -1.41 1.55 0.34
H -1.50 -1.40 -0.11
C 0.49 0.44 0.06
H -0.89 0.38 1.47
H -1.97 -0.05 -1.14
C 2.85 -0.02 0.07
H -2.83 -0.14 0.34
H 2.96 1.15 -1.76
I 1.47 -1.90 2.21
O 1.17 1.10 -0.87
*
```

These are the natural (NBO) partial charges, in e, on atoms 1 to 6: number 1, C, carries -0.2997; number 2, H, carries 0.2667; number 3, N, carries -0.6952; number 4, C, carries -0.2593; number 5, C, carries 0.1568; number 6, H, carries 0.2448



Record 7
Density functional theory data (ωB97M-V/def2-TZVPD) for a molecular structure, C5H7KO4.

The LUMO energy comes out at -0.9 eV. The HOMO-LUMO gap comes out at 7.92 eV. Its relative energy (zero: lowest compared OMol25 entry of this formula, charge and spin) is 0.0087 eV. The value obtained for the highest occupied orbital energy is -8.769 eV.

```
! wB97M-V def2-TZVPD RIJCOSX def2/J DEFGRID3
* xyz 0 1
O -0.78 -4.55 4.21
O 0.66 1.01 1.15
C -0.79 -2.13 1.29
H -0.26 -4.75 2.20
H -1.96 -2.29 -0.48
C -1.50 -2.80 0.37
O -0.63 -0.77 1.19
H -1.46 -3.88 0.30
H 0.14 -2.43 3.17
O 1.64 -1.01 1.25
C -0.98 -4.22 2.85
C 0.71 -0.23 1.20
K -1.65 1.71 1.16
C -0.81 -2.72 2.71
H -2.00 -4.52 2.54
H -0.89 -5.50 4.33
H -1.57 -2.21 3.32
*
```

These are the natural (NBO) partial charges, in e, on atoms 1 to 6: number 1, O, carries -0.7217; number 2, O, carries -0.8528; number 3, C, carries 0.3679; number 4, H, carries 0.1661; number 5, H, carries 0.1922; number 6, C, carries -0.4864



Record 8
Density functional theory data (ωB97M-V/def2-TZVPD) for a molecular structure, C5H7MnO4.

Its expectation value of S² is 12.00. The LUMO energy (spin up / spin down) comes out at 0.4 / 0.0 eV. The HOMO-LUMO gap (spin up / spin down) comes out at 6.96 / 10.21 eV. Its relative energy (zero: lowest compared OMol25 entry of this formula, charge and spin) is 0.0000 eV. The value obtained for the highest occupied orbital energy (spin up / spin down) is -6.529 / -10.256 eV.

```
! wB97M-V def2-TZVPD RIJCOSX def2/J DEFGRID3
* xyz 0 7
C 1.17 -1.18 -0.09
O 2.77 1.90 0.25
H -2.23 1.98 1.21
O 3.87 -0.04 0.68
H 1.64 -2.06 -0.56
H 1.30 -1.25 1.00
O -0.81 0.13 -0.03
H -3.87 1.34 0.53
C -0.30 -1.15 -0.44
O 1.75 0.02 -0.56
Mn 0.61 1.74 -0.67
C 3.04 0.69 0.22
C -2.17 0.27 -0.04
H -2.70 -0.47 -0.64
C -2.78 1.26 0.61
H -0.84 -1.95 0.08
H -0.46 -1.26 -1.53
*
```

These are the natural (NBO) partial charges, in e, on atoms 1 to 6: number 1, C, carries -0.0842; number 2, O, carries -0.7684; number 3, H, carries 0.2180; number 4, O, carries -0.6062; number 5, H, carries 0.1979; number 6, H, carries 0.1925



Record 9
Density functional theory data (ωB97M-V/def2-TZVPD) for C5H7N in the gas phase.

The LUMO energy comes out at 0.8 eV. The HOMO-LUMO gap comes out at 10.46 eV. Its relative energy (zero: lowest compared OMol25 entry of this formula, charge and spin) is 5.8645 eV. As for the SMILES: C#CCN1CC1. The value obtained for the highest occupied orbital energy is -9.609 eV.

```
! wB97M-V def2-TZVPD RIJCOSX def2/J DEFGRID3
* xyz 0 1
C -0.43 0.70 -1.14
H -1.22 1.42 -1.33
H -2.36 -0.67 1.39
H 1.22 -0.54 1.47
C 0.94 1.14 -0.80
N 0.04 0.62 0.24
H 1.18 2.21 -0.73
C -0.41 -1.89 1.60
C -1.44 -1.21 1.46
H 0.79 -1.35 -0.08
H -0.53 -0.24 -1.69
C 0.45 -0.71 0.74
H 1.76 0.51 -1.14
*
```

These are the natural (NBO) partial charges, in e, on atoms 1 to 6: number 1, C, carries -0.2663; number 2, H, carries 0.2057; number 3, H, carries 0.2390; number 4, H, carries 0.2214; number 5, C, carries -0.2550; number 6, N, carries -0.4291